Here is a structure of composition C32H36BaF3N2O5Sb at a distorted geometry from the Open Molecules 2025 dataset. Energies are from ωB97M-V/def2-TZVPD.

Summary:
Gap between HOMO and LUMO in eV: 5.55
Charge: -2
HOMO level in eV: -1.8
Lowest unoccupied orbital energy in eV: 3.77

```
80
Properties=species:S:1:pos:R:3:forces:R:3:mulliken_charge:R:1
Ba 0.0290 -0.4565 -0.4031 3.338 1.063 -1.351 1.317
O -2.0573 -1.6412 -1.5823 0.383 -0.098 0.619 -0.606
C -2.2004 -2.4249 -0.3608 -0.420 0.284 0.408 -0.045
C -1.0169 -3.1048 0.4869 0.172 -0.034 -0.040 -0.084
N -0.0472 -2.3574 1.3137 -0.761 1.191 -0.407 0.346
C 1.1885 -2.9784 1.7397 0.103 -0.153 -0.318 -0.636
C 2.2804 -1.8945 2.0765 -0.064 -0.534 0.195 0.389
O 2.8464 -2.0720 3.1674 0.172 0.166 -0.113 -0.840
O 2.4720 -1.0308 1.1898 -0.484 0.159 -0.032 -0.409
C -0.6086 -1.4676 2.3561 0.005 -0.213 -0.078 -0.692
C -0.2209 0.1030 2.6865 -0.435 -0.648 0.201 0.609
O 0.1569 0.9287 1.8089 -0.413 -0.506 -0.070 -0.333
O -0.5434 0.3322 3.8531 0.030 0.153 -0.020 -0.802
H -2.3394 -0.7346 -1.3738 -0.388 -0.174 -0.172 0.154
H -2.8459 -3.2272 -0.7119 0.220 -0.431 0.492 0.430
H -2.7883 -1.8143 0.3284 -0.163 -0.044 0.149 -0.155
H -0.4508 -3.7021 -0.2253 0.147 -0.161 0.125 -0.067
H -1.5860 -3.7635 1.1634 -0.215 -0.165 -0.298 0.377
H 1.5954 -3.5724 0.9156 -0.077 -0.013 -0.017 0.269
H 1.0273 -3.6204 2.6169 0.040 0.019 0.018 0.187
H -0.4807 -1.9702 3.3166 -0.089 0.186 0.131 0.244
H -1.6802 -1.3998 2.1567 -0.244 0.050 0.194 0.245
C -1.0638 -6.2571 -2.7384 -0.007 -0.004 -0.002 -0.722
C 0.2696 -6.6389 -2.6601 0.001 -0.011 0.000 -0.347
C 1.2459 -5.6647 -2.6782 -0.011 -0.057 0.055 -0.764
C 0.8905 -4.3070 -2.7700 -0.037 -0.016 0.014 0.074
N -0.4010 -3.9504 -2.8161 0.030 0.042 -0.041 -0.215
C -1.3303 -4.8996 -2.8093 0.005 -0.038 0.041 -0.119
C 1.9440 -3.2612 -2.8372 0.079 0.065 0.020 -0.476
C 3.0246 -3.5553 -3.6864 -0.034 0.005 -0.017 -0.880
C 4.0644 -2.6556 -3.8302 -0.031 -0.011 -0.001 -0.456
C 4.0214 -1.4738 -3.0958 0.116 0.036 -0.032 -0.976
C 2.9524 -1.2125 -2.2545 -0.196 -0.108 0.239 -0.253
C 1.8482 -2.0753 -2.0754 -0.248 -0.277 -0.207 1.244
H -1.8666 -6.9837 -2.7345 -0.011 0.015 0.002 0.377
H 0.5387 -7.6861 -2.5758 0.014 0.005 0.001 0.381
H 2.2902 -5.9329 -2.5915 0.010 0.035 -0.011 0.455
H -2.3609 -4.5547 -2.8644 -0.004 0.044 -0.003 0.440
H 3.0264 -4.4735 -4.2704 0.025 -0.001 0.011 0.366
H 4.8838 -2.8669 -4.5094 0.018 0.013 0.012 0.339
H 4.8293 -0.7526 -3.1847 -0.009 0.001 -0.008 0.345
H 2.9661 -0.2800 -1.6963 0.107 0.037 -0.054 0.222
C -4.8407 1.6752 -1.7492 0.008 0.004 0.034 -1.191
C -4.2024 2.6780 -0.7869 -0.203 0.144 -0.127 -0.775
Sb -2.4557 1.8545 0.1695 0.118 -0.107 -0.242 0.426
C -1.3122 3.6024 0.5945 0.070 0.188 0.028 -0.313
C -2.1210 4.8933 0.6515 0.013 0.015 0.044 -1.197
C -3.3626 1.6147 2.0668 -0.218 0.019 0.462 -0.905
C -4.4564 0.5478 2.0552 0.002 0.005 0.020 -1.008
H -5.7373 2.0718 -2.2349 0.005 0.036 0.013 0.366
H -5.1317 0.7534 -1.2384 0.017 -0.001 0.005 0.296
H -4.1375 1.3944 -2.5363 -0.009 -0.014 -0.006 0.283
H -4.9041 2.9817 -0.0050 -0.015 -0.010 -0.015 0.420
H -3.9183 3.5833 -1.3260 0.031 -0.004 0.001 0.338
H -0.5126 3.6453 -0.1460 -0.048 0.003 -0.045 0.168
H -0.8277 3.3751 1.5458 -0.032 -0.039 0.005 0.364
H -2.5485 5.1495 -0.3199 -0.015 -0.012 -0.002 0.293
H -1.4964 5.7372 0.9573 0.049 -0.038 0.005 0.386
H -2.9442 4.8279 1.3691 -0.007 -0.007 -0.019 0.262
H -3.7712 2.5887 2.3521 -0.021 -0.021 0.012 0.495
H -2.5751 1.3672 2.7826 -0.008 0.004 0.000 0.478
H -5.1667 0.6950 1.2356 -0.007 0.006 0.004 0.256
H -5.0350 0.5389 2.9826 0.044 0.026 0.030 0.384
H -4.0272 -0.4508 1.9431 0.009 0.005 -0.043 0.117
F 4.6796 6.5940 2.9543 -0.035 -0.127 0.065 -0.300
C 4.2591 5.3389 3.2644 0.017 0.012 0.019 0.921
F 5.3419 4.6884 3.7549 -0.116 0.088 -0.026 -0.280
F 3.4141 5.4878 4.3194 0.109 0.000 -0.089 -0.271
C 3.6345 4.6356 2.1078 0.051 0.006 0.075 0.458
C 3.4593 3.2518 2.1563 0.032 -0.003 0.053 -0.952
C 2.8587 2.5870 1.1087 -0.094 0.148 -0.182 -0.494
C 2.4092 3.3024 -0.0232 -0.052 -0.297 0.067 0.322
C 2.5823 4.6886 -0.0467 0.051 0.143 0.023 -0.585
C 3.1919 5.3528 1.0070 -0.043 -0.022 -0.052 -0.599
C 1.7747 2.5946 -1.0938 0.177 -0.061 0.249 1.135
C 1.3106 1.8285 -1.9433 -0.580 0.074 -0.032 -2.273
H 3.7929 2.6917 3.0212 -0.005 -0.008 -0.008 0.413
H 2.7111 1.5139 1.1452 0.039 -0.018 0.066 0.806
H 2.2360 5.2435 -0.9099 0.000 -0.011 -0.002 0.438
H 3.3258 6.4264 0.9739 -0.009 0.001 -0.025 0.383
```
Forces are in eV/Å.

Here is a cluster of 8 separate species, C32H36Br8N4O8 in total at a distorted geometry from the Open Molecules 2025 dataset. Energies are from ωB97M-V/def2-TZVPD.

Summary:
Gap between HOMO and LUMO in eV: 9.06
Charge: 0
Structure (SMILES): O=[N+]([O-])c1ccccc1.O=[N+]([O-])c1ccccc1.O=[N+]([O-])c1ccccc1.O=[N+]([O-])c1ccccc1.BrCCBr.BrCCBr.BrCCBr.BrCCBr
HOMO level in eV: -9.6
Lowest unoccupied orbital energy in eV: -0.56

```
88
Properties=species:S:1:pos:R:3:forces:R:3:mulliken_charge:R:1
O 2.4976 1.7792 -0.7980 -1.518 -1.650 -1.064 -0.459
N 3.2584 2.6208 -0.4585 1.000 1.098 0.545 1.111
O 3.1197 3.2750 0.5510 0.155 0.612 0.696 -0.673
C 4.4424 2.8710 -1.2757 0.873 -0.194 -0.020 -0.135
C 4.7369 2.0062 -2.3184 -1.500 0.003 -0.059 0.400
C 5.8375 2.2358 -3.0935 0.938 0.384 -0.074 -0.748
C 6.6676 3.3130 -2.7930 0.254 0.041 -0.475 -0.274
C 6.4266 4.1215 -1.6922 0.374 -0.254 -0.534 -0.594
C 5.3283 3.8735 -0.9144 -0.534 0.086 0.811 -0.312
H 4.0094 1.2478 -2.5892 0.300 -0.047 0.280 -0.061
H 6.0928 1.5787 -3.9118 -0.145 0.012 -0.099 0.417
H 7.4999 3.5293 -3.4558 0.039 -0.073 0.183 0.375
H 7.0969 4.9228 -1.4226 0.090 0.041 -0.068 0.397
H 5.2092 4.4332 0.0015 -0.412 0.054 -0.056 0.449
O -6.9411 1.3528 -1.5181 -1.497 -0.278 0.845 -0.553
N -7.8207 1.1661 -0.6635 0.334 -0.070 -1.203 1.014
O -9.0243 1.0375 -0.8906 1.514 0.105 0.119 -0.607
C -7.3577 1.1557 0.7293 0.392 -0.320 -0.162 -0.237
C -8.2972 1.2977 1.7085 -0.711 0.100 -0.463 -0.492
C -7.8707 1.5757 2.9840 0.120 0.213 0.586 -0.515
C -6.5089 1.5942 3.2681 -0.412 0.539 0.393 -0.601
C -5.5765 1.4232 2.2604 0.494 -0.647 0.879 -0.386
C -5.9960 1.1248 1.0019 -0.481 0.666 -1.774 0.050
H -9.3318 1.2286 1.3951 -0.031 0.281 0.318 0.484
H -8.6044 1.9018 3.7110 0.102 -0.442 0.241 0.360
H -6.1730 1.8092 4.2761 -0.038 0.057 -0.054 0.392
H -4.5219 1.4740 2.4916 0.076 -0.058 -0.006 0.455
H -5.3436 1.0340 0.1424 0.184 -0.073 0.233 0.545
O 1.2722 -3.4097 -1.4354 -0.781 2.118 0.467 -0.438
N 1.7759 -4.3405 -1.9916 0.464 -0.567 2.139 0.937
O 1.3890 -4.8210 -2.9987 -0.538 -1.037 -2.612 -0.593
C 2.8264 -4.9943 -1.2369 1.389 -0.091 -0.064 -0.171
C 3.6010 -4.2530 -0.3645 0.202 0.433 0.516 0.282
C 4.6614 -4.8655 0.2901 -0.339 0.021 -0.288 -0.471
C 4.8885 -6.2213 0.1020 0.500 -0.185 0.446 -0.289
C 4.0869 -6.9749 -0.7372 0.222 0.734 -0.471 -0.649
C 3.1309 -6.3082 -1.4924 -0.511 -1.122 -0.347 -0.306
H 3.4402 -3.1941 -0.1946 -0.241 -0.169 -0.149 0.182
H 5.2996 -4.2644 0.9231 0.021 -0.063 0.045 0.328
H 5.7475 -6.6807 0.5833 -0.209 -0.030 0.090 0.365
H 4.2853 -8.0197 -0.9109 0.005 -0.098 -0.005 0.366
H 2.6247 -6.8407 -2.2926 -0.190 0.131 0.240 0.420
O 1.3383 1.7125 4.6122 0.399 -1.006 -0.264 -0.591
N 0.9502 2.8317 4.8359 -0.316 -0.054 -0.458 1.024
O 1.5223 3.6334 5.5174 0.568 0.826 0.787 -0.601
C -0.3040 3.2356 4.2252 -0.562 0.046 0.293 0.125
C -0.7698 2.5779 3.1159 0.393 -0.068 -1.356 0.262
C -1.9561 2.9724 2.5164 -0.547 -0.419 0.587 -0.683
C -2.7796 3.8312 3.2294 -0.151 1.156 -0.176 -0.398
C -2.2879 4.5363 4.3234 -0.359 -0.975 0.264 -0.640
C -1.0437 4.2242 4.8338 -0.030 0.774 0.375 -0.370
H -0.1702 1.8332 2.6093 0.129 -0.016 0.234 0.168
H -2.2689 2.5139 1.5830 0.006 0.069 0.271 0.458
H -3.7994 4.0885 2.9553 0.166 -0.286 -0.477 0.423
H -2.9588 5.1891 4.8630 0.160 0.250 -0.035 0.360
H -0.6839 4.7545 5.7058 0.192 -0.186 -0.038 0.439
Br -3.5499 -1.1517 -4.6170 -0.254 0.038 0.255 -0.182
C -5.1480 -1.4514 -3.5430 -0.716 0.329 -1.185 -0.663
C -4.8276 -1.6417 -2.1132 0.775 -0.145 0.374 -0.343
Br -6.5309 -1.9634 -1.2410 0.216 -0.087 0.357 -0.161
H -5.6784 -2.2930 -3.9797 0.331 -0.294 0.061 0.421
H -5.8206 -0.6144 -3.7131 0.246 0.287 0.174 0.374
H -4.2829 -0.8016 -1.6865 -0.595 0.262 0.101 0.042
H -4.1555 -2.4809 -1.9453 -0.360 -0.339 -0.011 0.502
Br -2.5755 0.1369 0.3086 0.303 0.147 -0.206 -0.097
C -0.8121 -0.2751 -0.4511 -0.851 -1.268 -0.562 -0.592
C 0.0984 -0.8485 0.5786 0.728 0.598 0.377 -0.060
Br -0.5443 -2.4906 1.3497 -0.011 -0.200 0.006 -0.117
H -0.4401 0.5613 -1.0264 0.171 0.405 0.383 0.455
H -1.0084 -1.0854 -1.1583 -0.171 0.216 -0.100 0.378
H 0.2655 -0.1819 1.4157 -0.030 0.155 0.113 0.010
H 1.0643 -1.0436 0.1204 0.065 -0.191 -0.087 0.132
Br 4.2657 -0.5539 0.3898 0.160 -0.114 0.016 -0.115
C 3.9200 0.0156 2.2076 0.634 1.614 -0.056 -0.259
C 3.9297 -1.0876 3.1963 -1.112 -0.762 -0.439 -0.630
Br 5.6097 -2.0294 3.2816 0.140 0.088 0.213 -0.168
H 3.0038 0.6015 2.1562 -0.378 -0.514 0.192 -0.038
H 4.6557 0.7736 2.4879 0.282 -0.219 -0.354 0.459
H 3.1973 -1.8244 2.8703 0.022 -0.195 0.251 0.323
H 3.6301 -0.7212 4.1701 0.270 0.039 0.244 0.448
Br -0.8703 -3.0014 -5.5446 0.321 -0.048 -0.276 -0.156
C 0.7912 -2.1441 -4.9636 -0.268 -0.206 -0.868 -0.033
C 0.5257 -0.6816 -4.8137 -0.475 0.343 1.218 -0.372
Br 2.0647 0.1824 -3.9496 -0.069 -0.053 -0.432 -0.111
H 1.5237 -2.2697 -5.7560 0.033 -0.360 0.068 0.397
H 1.0382 -2.7215 -4.0899 0.289 0.337 0.398 -0.169
H -0.2576 -0.4485 -4.0968 -0.160 -0.320 -0.054 0.133
H 0.2450 -0.1943 -5.7391 0.460 0.083 -0.200 0.452
```
Forces are in eV/Å.

Here is a cluster of 6 separate species, C32H36F4O2 in total at a distorted geometry from the Open Molecules 2025 dataset. Energies are from ωB97M-V/def2-TZVPD.

Summary:
Gap between HOMO and LUMO in eV: 9.89
Charge: 0
Structure (SMILES): Fc1ccccc1.Fc1ccccc1.Fc1ccccc1.Fc1ccccc1.C1CCOC1.C1CCOC1
HOMO level in eV: -9.2
Lowest unoccupied orbital energy in eV: 0.67

```
74
Properties=species:S:1:pos:R:3:forces:R:3:mulliken_charge:R:1
F 0.4976 -2.3177 -5.5399 0.198 -0.062 0.084 -0.368
C 1.2633 -2.1819 -4.4311 -0.354 0.265 0.172 0.300
C 2.3833 -1.3865 -4.4723 0.721 -0.413 -0.050 -0.424
C 3.1419 -1.2836 -3.3080 -0.494 0.618 -0.071 -0.723
C 2.6485 -1.7637 -2.1053 0.744 -0.390 0.095 -0.013
C 1.5470 -2.6043 -2.0960 -0.287 -0.108 -0.127 -0.216
C 0.8499 -2.8212 -3.2731 -0.105 -0.106 -0.660 -0.512
H 2.7389 -0.9494 -5.3952 -0.158 -0.016 -0.063 0.464
H 4.0929 -0.7683 -3.3399 -0.096 0.179 0.066 0.416
H 3.1992 -1.5490 -1.1970 -0.034 -0.189 0.025 0.349
H 1.2398 -3.1211 -1.1957 -0.055 0.183 0.090 0.360
H -0.0014 -3.4792 -3.3963 -0.019 -0.028 0.421 0.478
F 6.6685 1.0299 1.4806 -0.036 0.056 -0.081 -0.332
C 5.5759 0.2435 1.4993 -0.213 -0.416 0.088 0.464
C 4.3209 0.8249 1.5076 0.507 0.342 -0.120 -0.827
C 3.2062 0.0059 1.5501 -0.148 0.098 -0.087 0.374
C 3.3496 -1.3718 1.5905 -0.154 -0.192 -0.122 -0.806
C 4.6124 -1.9404 1.5377 0.241 0.156 -0.070 -0.332
C 5.7414 -1.1290 1.4936 0.049 -0.049 -0.165 -0.604
H 4.2913 1.9056 1.4286 -0.291 -0.045 0.122 0.462
H 2.2107 0.4306 1.5018 0.024 0.071 0.108 0.228
H 2.4629 -1.9916 1.6052 0.033 -0.038 0.050 0.551
H 4.7436 -3.0133 1.4865 -0.091 -0.014 0.104 0.394
H 6.7324 -1.5515 1.3900 0.009 0.036 0.158 0.423
F 0.0747 -1.4011 2.0394 0.051 -0.208 0.147 -0.177
C -0.8832 -0.8200 2.7952 -0.418 0.504 0.146 0.086
C -2.2099 -1.1025 2.5293 0.420 -0.714 -0.164 -0.107
C -3.2016 -0.4225 3.2102 0.170 0.068 0.137 -0.497
C -2.8491 0.5168 4.1744 -0.196 0.072 -0.262 -0.563
C -1.5111 0.7483 4.4661 -0.362 0.012 0.290 -0.579
C -0.5147 0.0937 3.7654 0.418 -0.304 -0.168 -0.117
H -2.4213 -1.9150 1.8432 -0.194 0.299 -0.211 0.214
H -4.2338 -0.6495 2.9824 -0.046 0.090 0.061 0.440
H -3.6222 1.0906 4.6687 0.039 -0.104 0.153 0.390
H -1.2689 1.4074 5.2898 0.150 0.145 -0.171 0.417
H 0.5388 0.2485 3.9662 -0.037 0.084 0.030 0.524
F -3.8375 2.2418 -1.3997 -0.041 -0.113 0.093 -0.373
C -2.6727 1.5783 -1.2509 0.273 0.303 -0.020 0.229
C -2.0237 1.5824 -0.0388 0.157 0.358 0.251 -0.644
C -0.7928 0.9429 0.0613 -0.553 0.024 0.439 -0.370
C -0.2966 0.2170 -0.9941 0.859 -0.281 -1.078 -0.350
C -0.9318 0.2398 -2.2361 -0.784 0.079 1.059 -0.001
C -2.1170 0.9564 -2.3430 -0.178 -0.800 -1.066 -0.697
H -2.4294 2.1049 0.8186 -0.118 0.009 -0.084 0.538
H -0.3012 0.9934 1.0228 0.193 -0.133 -0.086 0.464
H 0.6223 -0.3553 -0.9539 0.009 0.123 0.442 0.348
H -0.6163 -0.3937 -3.0520 0.283 0.199 -0.079 0.321
H -2.6471 0.8974 -3.2882 -0.141 0.343 0.117 0.405
C 1.5606 5.3459 0.4964 0.135 0.011 0.073 -0.654
C 1.1106 3.9402 0.9067 0.618 0.117 -0.392 0.353
C 0.4771 4.1751 2.2760 0.055 0.150 -0.107 -0.153
O 0.1899 5.5736 2.3732 0.036 0.041 -0.105 -0.476
C 0.4849 6.2090 1.1206 -0.242 -0.263 0.516 -0.481
H 1.6938 5.5000 -0.5734 -0.183 -0.110 -0.049 0.385
H 2.5309 5.5310 0.9653 -0.089 0.248 0.052 0.261
H 1.9999 3.3091 0.9527 -0.217 -0.287 0.077 -0.150
H 0.4253 3.5122 0.1761 -0.123 0.009 0.098 0.012
H 1.1722 3.9499 3.0875 -0.091 -0.226 0.027 0.234
H -0.4391 3.5890 2.3864 -0.007 0.036 0.177 0.100
H 0.7946 7.2273 1.3477 -0.052 0.046 -0.111 0.336
H -0.4414 6.2089 0.5352 0.161 0.170 -0.269 0.249
C -4.2947 -3.3151 -2.6397 -0.501 -0.593 0.746 -0.712
C -2.9378 -3.7896 -2.1368 0.520 0.556 -0.376 -0.013
C -3.1531 -3.6728 -0.6390 0.054 -0.842 0.006 -0.393
O -3.9281 -2.5029 -0.4513 -0.201 0.111 0.295 -0.361
C -4.6321 -2.1816 -1.6544 0.855 -0.191 -0.906 -0.215
H -4.9937 -4.1307 -2.4125 -0.045 0.025 -0.327 0.271
H -4.3806 -3.0800 -3.6965 0.134 0.225 0.012 0.362
H -2.1366 -3.1028 -2.4369 -0.159 0.116 0.008 -0.278
H -2.6369 -4.7678 -2.5103 -0.211 -0.164 0.246 0.479
H -2.2310 -3.6274 -0.0569 0.021 0.351 -0.047 0.263
H -3.6880 -4.5637 -0.2726 -0.121 0.145 -0.017 0.253
H -4.2113 -1.2485 -2.0427 -0.308 0.174 0.161 0.006
H -5.7061 -2.1051 -1.4990 0.020 0.155 0.265 0.317
```
Forces are in eV/Å.

Q: Among the records above, which one has the lowest lowest unoccupied orbital energy?
A: C32H36Br8N4O8

Q: Among the records above, which one has the lowest charge?
A: C32H36BaF3N2O5Sb

Q: Among the records above, which one has the lowest charge?
A: C32H36BaF3N2O5Sb